Entry from the OMol25 dataset: a molecular structure, C8H16BF2IrO4 in a non-equilibrium geometry (ωB97M-V with the def2-TZVPD basis set).

## Properties
total charge: +3
total energy: -942.931578 hartree
orbital gap (alpha / beta): 11.73 / 6.13 eV
<S²>: 8.765
E_HOMO (alpha / beta): -22.65 / -22.55 eV
multiplicity: 6

Geometry (Å):
Ir1 0.26 0.31 -0.55
F1 2.58 1.91 -1.86
F2 2.01 0.15 -3.12
O1 -0.10 1.77 1.29
O2 -1.16 -1.53 -1.06
O3 -2.06 0.78 -0.16
O4 0.12 -1.01 1.36
C1 0.50 1.14 2.42
C2 0.02 -0.31 2.60
C3 -2.17 2.16 0.12
C4 -2.56 -1.28 -1.18
C5 -2.79 0.23 -1.25
C6 -0.71 -2.61 -0.25
C7 -1.38 2.38 1.42
C8 -0.60 -2.23 1.24
B1 1.86 0.86 -2.05
H1 1.58 1.17 2.23
H2 -1.01 -0.37 2.98
H3 -1.38 -3.49 -0.35
H4 0.68 -0.79 3.35
H5 -1.77 2.77 -0.70
H6 -3.86 0.46 -1.14
H7 0.28 -2.88 -0.65
H8 -1.24 3.46 1.58
H9 -3.12 -1.73 -0.35
H10 -2.45 0.66 -2.21
H11 -0.05 -3.04 1.75
H12 0.29 1.70 3.34
H13 -2.92 -1.75 -2.12
H14 -1.93 1.98 2.28
H15 -3.23 2.44 0.27
H16 -1.58 -2.14 1.72

Charges obtained by Mulliken population analysis, quoted in units of e: Ir 2.008; F -0.062; F -0.061; O -0.475; O -0.475; O -0.385; O -0.689; C -0.631; C -0.414; C -0.594; C -0.402; C -0.594; C -0.631; C -0.402; C -0.414; B 0.724; H 0.378; H 0.411; H 0.414; H 0.454; H 0.358; H 0.398; H 0.378; H 0.430; H 0.406; H 0.358; H 0.454; H 0.414; H 0.430; H 0.406; H 0.398; H 0.411

=====

Entry from the OMol25 dataset: 2 unconnected molecules or ions with the total composition C8H16BN3 in a non-equilibrium geometry (ωB97M-V with the def2-TZVPD basis set).

## Properties
total energy: -503.488318 hartree
ΔE to the lowest compared entry with this formula, charge and spin: 19.6 kcal/mol
orbital gap: 8.58 eV
SMILES string: CN(C)Bc1ccc[nH]1.C=NC
E_HOMO: -7.84 eV

Geometry (Å):
N1 1.04 -1.19 -0.78
N2 2.09 1.40 0.72
N3 -1.85 0.34 1.68
C1 0.89 1.27 0.00
C2 0.73 3.13 1.26
C3 1.35 -1.55 0.61
C4 -2.63 0.52 0.48
C5 -1.58 -0.82 2.04
C6 0.96 -2.28 -1.74
C7 0.08 2.34 0.29
C8 1.94 2.49 1.57
B1 0.64 0.14 -1.01
H1 2.39 -1.92 0.78
H2 0.10 0.31 -2.03
H3 -0.04 -2.67 -1.63
H4 2.84 0.82 0.88
H5 2.74 2.78 2.11
H6 1.87 -2.90 -1.50
H7 1.25 -0.62 1.22
H8 -3.00 -0.46 0.05
H9 -3.52 1.15 0.65
H10 0.57 -2.28 0.98
H11 0.28 3.94 1.73
H12 -0.87 2.52 -0.19
H13 -1.94 1.17 -0.22
H14 -2.02 -1.78 1.62
H15 0.95 -1.81 -2.78
H16 -0.93 -1.01 2.91

Charges obtained by Mulliken population analysis, quoted in units of e: N 0.056; N 0.077; N -0.203; C 0.337; C -0.809; C -0.886; C -0.514; C -0.472; C -0.920; C -0.724; C -0.805; B 0.353; H 0.295; H -0.132; H 0.326; H 0.257; H 0.532; H 0.305; H 0.304; H 0.276; H 0.278; H 0.260; H 0.464; H 0.557; H -0.068; H 0.249; H 0.238; H 0.370

=====

Entry from the OMol25 dataset: a molecular structure, C8H16BNO7SSi in a non-equilibrium geometry (ωB97M-V with the def2-TZVPD basis set).

## Properties
total energy: -1608.514348 hartree
orbital gap: 9.93 eV
E_HOMO: -10.13 eV

Geometry (Å):
S1 3.31 -0.18 0.82
Si1 1.26 -0.56 1.49
O1 4.22 -0.47 1.94
O2 -4.09 0.61 -1.84
O3 2.74 -3.65 1.93
O4 0.78 3.33 1.56
O5 -2.92 -1.34 -1.57
O6 3.54 -1.08 -0.34
O7 -1.06 2.16 0.53
N1 1.32 -1.90 2.69
C1 0.44 0.90 2.37
C2 -1.20 -1.61 0.27
C3 0.32 -1.24 -0.01
C4 -2.19 -0.64 -0.51
C5 -3.50 -0.32 -2.33
C6 3.49 1.53 0.15
C7 -3.43 -0.33 -3.90
C8 1.99 -2.85 2.26
B1 0.02 2.13 1.44
H1 0.43 3.96 0.90
H2 -1.41 -1.68 1.37
H3 1.21 1.30 3.11
H4 -0.42 0.55 3.02
H5 3.08 2.22 0.93
H6 2.95 1.62 -0.83
H7 -1.54 0.11 -1.04
H8 -2.40 -0.58 -4.28
H9 4.59 1.72 0.04
H10 -2.86 -0.17 0.25
H11 -4.18 -1.03 -4.35
H12 -1.37 -2.63 -0.18
H13 -3.66 0.69 -4.30
H14 -0.76 2.18 -0.39
H15 0.48 -0.56 -0.89
H16 0.84 -2.21 -0.29

Charges obtained by Mulliken population analysis, quoted in units of e: S 1.107; Si 0.004; O -0.653; O -0.500; O -0.389; O -0.557; O -0.430; O -0.659; O -0.546; N -0.519; C -0.415; C -0.523; C -0.670; C -0.108; C 0.699; C -0.883; C -0.900; C 0.641; B 0.482; H 0.307; H 0.373; H 0.288; H 0.333; H 0.268; H 0.253; H 0.052; H 0.273; H 0.396; H 0.187; H 0.277; H 0.331; H 0.306; H 0.321; H 0.477; H 0.376

=====

What did the second record say?
Entry from the OMol25 dataset: 2 unconnected molecules or ions with the total composition C8H16BN3 in a non-equilibrium geometry (ωB97M-V with the def2-TZVPD basis set).

## Properties
total energy: -503.488318 hartree
ΔE to the lowest compared entry with this formula, charge and spin: 19.6 kcal/mol
orbital gap: 8.58 eV
SMILES string: CN(C)Bc1ccc[nH]1.C=NC
E_HOMO: -7.84 eV

Geometry (Å):
N1 1.04 -1.19 -0.78
N2 2.09 1.40 0.72
N3 -1.85 0.34 1.68
C1 0.89 1.27 0.00
C2 0.73 3.13 1.26
C3 1.35 -1.55 0.61
C4 -2.63 0.52 0.48
C5 -1.58 -0.82 2.04
C6 0.96 -2.28 -1.74
C7 0.08 2.34 0.29
C8 1.94 2.49 1.57
B1 0.64 0.14 -1.01
H1 2.39 -1.92 0.78
H2 0.10 0.31 -2.03
H3 -0.04 -2.67 -1.63
H4 2.84 0.82 0.88
H5 2.74 2.78 2.11
H6 1.87 -2.90 -1.50
H7 1.25 -0.62 1.22
H8 -3.00 -0.46 0.05
H9 -3.52 1.15 0.65
H10 0.57 -2.28 0.98
H11 0.28 3.94 1.73
H12 -0.87 2.52 -0.19
H13 -1.94 1.17 -0.22
H14 -2.02 -1.78 1.62
H15 0.95 -1.81 -2.78
H16 -0.93 -1.01 2.91

Charges obtained by Mulliken population analysis, quoted in units of e: N 0.056; N 0.077; N -0.203; C 0.337; C -0.809; C -0.886; C -0.514; C -0.472; C -0.920; C -0.724; C -0.805; B 0.353; H 0.295; H -0.132; H 0.326; H 0.257; H 0.532; H 0.305; H 0.304; H 0.276; H 0.278; H 0.260; H 0.464; H 0.557; H -0.068; H 0.249; H 0.238; H 0.370

=====

Repeat the second record exactly.
Entry from the OMol25 dataset: 2 unconnected molecules or ions with the total composition C8H16BN3 in a non-equilibrium geometry (ωB97M-V with the def2-TZVPD basis set).

## Properties
total energy: -503.488318 hartree
ΔE to the lowest compared entry with this formula, charge and spin: 19.6 kcal/mol
orbital gap: 8.58 eV
SMILES string: CN(C)Bc1ccc[nH]1.C=NC
E_HOMO: -7.84 eV

Geometry (Å):
N1 1.04 -1.19 -0.78
N2 2.09 1.40 0.72
N3 -1.85 0.34 1.68
C1 0.89 1.27 0.00
C2 0.73 3.13 1.26
C3 1.35 -1.55 0.61
C4 -2.63 0.52 0.48
C5 -1.58 -0.82 2.04
C6 0.96 -2.28 -1.74
C7 0.08 2.34 0.29
C8 1.94 2.49 1.57
B1 0.64 0.14 -1.01
H1 2.39 -1.92 0.78
H2 0.10 0.31 -2.03
H3 -0.04 -2.67 -1.63
H4 2.84 0.82 0.88
H5 2.74 2.78 2.11
H6 1.87 -2.90 -1.50
H7 1.25 -0.62 1.22
H8 -3.00 -0.46 0.05
H9 -3.52 1.15 0.65
H10 0.57 -2.28 0.98
H11 0.28 3.94 1.73
H12 -0.87 2.52 -0.19
H13 -1.94 1.17 -0.22
H14 -2.02 -1.78 1.62
H15 0.95 -1.81 -2.78
H16 -0.93 -1.01 2.91

Charges obtained by Mulliken population analysis, quoted in units of e: N 0.056; N 0.077; N -0.203; C 0.337; C -0.809; C -0.886; C -0.514; C -0.472; C -0.920; C -0.724; C -0.805; B 0.353; H 0.295; H -0.132; H 0.326; H 0.257; H 0.532; H 0.305; H 0.304; H 0.276; H 0.278; H 0.260; H 0.464; H 0.557; H -0.068; H 0.249; H 0.238; H 0.370

=====

Question: Number 2 is which compound?
Answer: C8H16BN3

=====

Question: The highest total energy belongs to which entry?
Answer: C8H16BN3